{"formula": "C30H53BrN4P2Pb", "method": "the ωB97M-V functional and the def2-TZVPD basis", "total_energy_ha": -4841.8615, "charge": 4, "symbols": ["N", "C", "C", "C", "C", "C", "C", "Pb", "P", "C", "C", "C", "C", "C", "C", "C", "Br", "H", "H", "H", "H", "H", "H", "H", "H", "H", "H", "P", "C", "C", "H", "H", "H", "H", "H", "C", "C", "H", "H", "H", "H", "H", "C", "C", "H", "H", "H", "H", "H", "C", "C", "H", "H", "H", "H", "H", "C", "C", "H", "H", "H", "H", "H", "C", "C", "H", "H", "H", "H", "H", "C", "N", "C", "C", "N", "N", "C", "C", "H", "H", "H", "H", "H", "H", "H", "H", "H", "H", "H", "H", "H"], "xyz": [[-0.883, -6.814, 5.887], [-0.765, -5.587, 6.398], [-0.902, -4.435, 5.612], [-1.157, -4.575, 4.231], [-1.381, -5.884, 3.735], [-1.195, -6.968, 4.601], [-1.106, -3.383, 3.371], [-2.718, -1.793, 2.755], [-3.258, 2.435, -2.221], [-1.513, -3.433, 1.993], [-0.926, -2.451, 1.069], [-1.571, -2.176, -0.171], [-0.922, -1.675, -1.255], [0.388, -1.025, -1.104], [1.024, -1.317, 0.213], [0.394, -1.949, 1.239], [0.002, 1.021, -0.611], [-0.348, -2.646, 3.680], [-2.125, -4.251, 1.616], [-0.745, -3.447, 6.052], [-1.605, -6.090, 2.687], [-0.504, -5.496, 7.460], [-1.262, -7.985, 4.209], [-2.648, -2.374, -0.208], [0.950, -2.111, 2.167], [-1.413, -1.678, -2.222], [2.001, -0.880, 0.399], [1.617, -1.326, -2.452], [-3.504, 2.257, -0.425], [-4.849, 2.887, -0.010], [-2.672, 2.762, 0.090], [-3.475, 1.183, -0.188], [-4.887, 3.017, 1.080], [-4.986, 3.874, -0.476], [-5.693, 2.247, -0.300], [-3.289, 0.760, -2.970], [-3.732, 0.793, -4.445], [-3.999, 0.173, -2.366], [-2.285, 0.321, -2.869], [-3.979, -0.223, -4.780], [-4.624, 1.422, -4.577], [-2.936, 1.169, -5.103], [-1.525, 2.945, -2.530], [-1.334, 4.382, -2.997], [-1.078, 2.253, -3.258], [-0.977, 2.820, -1.580], [-0.270, 4.573, -3.192], [-1.892, 4.555, -3.922], [-1.662, 5.100, -2.237], [2.702, 0.087, -2.217], [3.929, 0.163, -3.124], [3.025, 0.102, -1.165], [2.083, 0.990, -2.309], [4.834, -0.123, -2.570], [3.837, -0.472, -4.010], [4.040, 1.201, -3.450], [0.932, -1.537, -4.097], [0.205, -2.865, -4.381], [1.784, -1.427, -4.792], [0.281, -0.669, -4.280], [0.932, -3.652, -4.624], [-0.380, -3.202, -3.520], [-0.470, -2.736, -5.235], [2.380, -2.919, -2.055], [3.650, -2.947, -1.220], [2.543, -3.446, -3.008], [1.589, -3.469, -1.522], [3.824, -3.988, -0.924], [4.521, -2.615, -1.794], [3.551, -2.351, -0.309], [3.362, 1.815, 1.832], [2.705, 3.062, 2.169], [3.548, 3.980, 2.924], [1.341, 3.020, 2.499], [0.670, 1.989, 2.910], [0.673, 4.205, 2.369], [1.150, 5.282, 1.537], [-0.744, 4.157, 2.632], [4.393, 2.035, 1.534], [2.838, 1.341, 0.993], [3.389, 1.117, 2.682], [4.384, 4.286, 2.280], [2.982, 4.867, 3.208], [3.973, 3.510, 3.830], [1.254, 1.161, 3.032], [0.521, 5.379, 0.636], [1.089, 6.222, 2.100], [2.188, 5.094, 1.251], [-1.333, 4.064, 1.707], [-0.895, 3.256, 3.239], [-1.059, 5.056, 3.167]], "lowdin_charge": [0.11, -0.08, 0.00, -0.23, 0.01, -0.08, -0.25, 1.55, 1.22, -0.35, -0.38, -0.09, -0.14, -0.65, -0.21, -0.04, 0.80, 0.12, 0.14, 0.12, 0.11, 0.13, 0.13, 0.12, 0.13, 0.10, 0.09, 1.02, -0.38, -0.13, 0.06, 0.08, 0.09, 0.08, 0.09, -0.37, -0.12, 0.09, 0.06, 0.09, 0.09, 0.08, -0.45, -0.13, 0.08, -0.06, 0.09, 0.09, 0.08, -0.35, -0.09, 0.08, 0.05, 0.09, 0.08, 0.09, -0.30, -0.10, 0.12, 0.10, 0.09, 0.06, 0.10, -0.29, -0.09, 0.11, 0.11, 0.10, 0.09, 0.06, -0.05, -0.19, -0.03, -0.38, 0.25, -0.03, 0.03, 0.00, 0.11, 0.06, 0.10, 0.12, 0.09, 0.12, 0.08, 0.13, 0.14, 0.10, 0.10, 0.09, 0.13]}